(1)
DFT (wB97M-V/def2-TZVPD) results for a cluster of 2 separate species, C29H27F6N2S in total at a distorted geometry.

The molar mass is 549.6 g mol⁻¹. As for the net charge: +1. As for the relative energy (zero: lowest compared OMol25 entry of this formula, charge and spin): 5.5 kcal/mol. For the highest occupied orbital energy, the calculation gives -10.838 eV.

Last column: natural (NBO) charge in e.
Geometry (Å):
1 F -5.45 1.43 2.28  -0.315
2 C -5.19 0.22 1.71  0.971
3 F -6.09 -0.67 2.23  -0.318
4 F -5.47 0.34 0.37  -0.315
5 C -3.78 -0.24 1.95  -0.098
6 C -3.42 -1.53 1.55  -0.167
7 C -2.16 -2.00 1.87  -0.172
8 C -1.24 -1.21 2.63  -0.076
9 C -0.04 -1.76 3.23  0.167
10 C 1.23 -1.30 2.76  -0.108
11 C 1.40 -0.07 2.04  -0.122
12 C 2.66 0.41 1.74  -0.193
13 C 3.79 -0.35 2.07  -0.037
14 C 5.14 0.21 1.74  0.964
15 F 6.16 -0.56 2.21  -0.310
16 F 5.32 0.34 0.39  -0.309
17 F 5.30 1.47 2.28  -0.314
18 C 3.66 -1.60 2.65  -0.203
19 C 2.41 -2.07 2.99  -0.086
20 C -1.60 0.14 2.88  -0.181
21 C -2.86 0.61 2.56  -0.177
22 H -4.14 -2.15 1.01  0.254
23 H -1.87 -3.01 1.55  0.235
24 H -0.06 -2.78 3.59  0.245
25 H 0.54 0.51 1.72  0.241
26 H 2.78 1.38 1.25  0.256
27 H 4.55 -2.20 2.86  0.260
28 H 2.31 -3.06 3.45  0.236
29 H -0.88 0.79 3.39  0.231
30 H -3.14 1.64 2.79  0.255
31 C -3.20 -4.17 6.95  -0.614
32 C -2.19 -3.54 5.98  -0.043
33 C -1.29 -4.65 5.44  -0.614
34 C -2.99 -2.84 4.89  -0.605
35 C -1.34 -2.44 6.64  -0.047
36 C -0.83 -2.93 7.98  -0.427
37 C -0.03 -1.87 8.68  -0.210
38 N 0.88 -1.24 7.72  -0.423
39 C 1.98 -0.51 8.17  0.221
40 C 2.73 0.00 7.11  -0.238
41 C 3.93 0.66 7.36  -0.194
42 C 4.35 0.81 8.69  -0.212
43 C 3.58 0.31 9.75  -0.184
44 C 2.38 -0.35 9.49  -0.256
45 S 1.97 -0.37 5.58  0.343
46 C 0.68 -1.29 6.36  0.327
47 N -0.28 -1.92 5.73  -0.554
48 H -3.82 -3.40 7.43  0.213
49 H -3.87 -4.84 6.40  0.226
50 H -2.71 -4.77 7.72  0.210
51 H -0.42 -4.24 4.92  0.192
52 H -0.92 -5.28 6.26  0.218
53 H -1.85 -5.29 4.74  0.222
54 H -2.32 -2.23 4.29  0.194
55 H -3.50 -3.55 4.24  0.213
56 H -3.73 -2.16 5.33  0.218
57 H -2.03 -1.59 6.86  0.196
58 H -1.68 -3.18 8.62  0.243
59 H -0.24 -3.84 7.84  0.215
60 H -0.69 -1.10 9.12  0.207
61 H 0.55 -2.31 9.49  0.222
62 H 4.51 1.03 6.52  0.228
63 H 5.29 1.33 8.90  0.233
64 H 3.92 0.44 10.78  0.233
65 H 1.76 -0.75 10.30  0.228

(2)
DFT (wB97M-V/def2-TZVPD) results for a structure of composition C16H13AuCl2O3PTi at a distorted geometry.

The molar mass is 600.0 g mol⁻¹. As for the spin multiplicity: 4. As for the net charge: +4. As for the relative energy (zero: lowest compared OMol25 entry of this formula, charge and spin): 24.5 kcal/mol. For the highest occupied orbital energy (spin up / spin down), the calculation gives -21.003 / -21.799 eV.

Last column: natural (NBO) charge in e.
Geometry (Å):
1 Au 2.62 0.80 -1.59  1.075
2 Ti -0.30 -0.02 1.59  0.811
3 Cl 1.44 1.28 0.38  -0.358
4 Cl 0.91 -1.72 2.41  -0.146
5 C -0.88 -1.21 0.08  0.534
6 C 3.15 1.26 -3.44  0.463
7 C 3.70 -0.54 -2.56  0.463
8 O -1.14 -1.95 -0.79  -0.293
9 O 3.45 1.52 -4.53  -0.161
10 O 4.29 -1.35 -3.17  -0.161
11 C -3.47 0.48 -0.51  -0.916
12 P -2.14 1.33 0.41  0.918
13 C -2.87 3.00 0.66  -0.123
14 C -3.59 3.35 1.81  -0.165
15 C -4.30 4.55 1.84  -0.118
16 C -4.28 5.42 0.75  0.111
17 C -3.54 5.08 -0.39  -0.128
18 C -2.82 3.88 -0.44  -0.191
19 C -2.27 0.67 2.10  -0.384
20 C -2.93 -0.56 2.32  -0.157
21 C -2.63 -1.28 3.47  -0.138
22 C -1.63 -0.84 4.33  -0.071
23 C -0.93 0.35 4.11  -0.161
24 C -1.35 1.22 3.08  -0.375
25 H -3.53 0.99 -1.48  0.294
26 H -4.41 0.60 0.03  0.281
27 H -3.21 -0.57 -0.67  0.270
28 H -3.62 2.68 2.67  0.242
29 H -4.87 4.81 2.74  0.288
30 H -4.83 6.36 0.78  0.285
31 H -3.51 5.75 -1.25  0.288
32 H -2.24 3.60 -1.32  0.250
33 H -3.71 -0.88 1.60  0.277
34 H -3.20 -2.20 3.66  0.298
35 H -1.42 -1.42 5.23  0.299
36 H -0.19 0.71 4.83  0.301
37 H -1.07 2.27 3.06  0.299

(3)
DFT (wB97M-V/def2-TZVPD) results for the ion C2H11O6P4 with charge +1 at a distorted geometry.

The molar mass is 255.0 g mol⁻¹. As for the net charge: +1. As for the relative energy (zero: lowest compared OMol25 entry of this formula, charge and spin): 58.8 kcal/mol. For the highest occupied orbital energy, the calculation gives -11.480 eV.

Last column: natural (NBO) charge in e.
Geometry (Å):
1 C -3.03 0.76 -0.81  -0.636
2 C -2.36 0.92 0.58  -0.052
3 O 2.95 -1.23 0.47  -1.035
4 O 0.70 -2.83 0.07  -0.994
5 O 0.81 -0.58 -1.68  -1.020
6 O 1.36 2.33 -0.54  -0.944
7 O -0.06 -0.33 2.26  -1.006
8 O -0.90 0.98 0.37  -0.866
9 P 3.07 0.01 -0.64  0.658
10 P -0.48 -1.89 -0.58  1.102
11 P 1.94 1.33 0.56  0.703
12 P 0.16 -0.10 0.69  1.429
13 H -2.41 1.48 -1.41  0.239
14 H -3.07 -0.33 -1.01  0.217
15 H -3.98 1.23 -0.65  0.238
16 H -2.60 0.26 1.32  0.192
17 H -2.66 1.87 0.95  0.205
18 H 3.60 -1.99 0.45  0.532
19 H 0.74 -3.83 -0.19  0.543
20 H 0.59 -0.34 -2.52  0.489
21 H 0.68 2.82 -0.05  0.512
22 H 0.48 -1.06 2.70  0.542
23 H 4.47 0.52 -0.35  -0.048